1.
{"formula": "C3H4N2O", "method": "ωB97M-V with the def2-TZVPD basis set", "relative_energy_kcal_mol": 73.3, "gap_ev": 10.2, "homo_ev": -10.049, "smiles": "OC1C=NN=C1", "species": ["O", "C", "C", "N", "N", "C", "H", "H", "H", "H"], "xyz": [[-0.446799, -1.473046, 1.006983], [-0.058118, -0.453890, 0.162798], [-0.816647, 0.695180, -0.381107], [0.001153, 1.594315, -0.827778], [1.300754, 1.260992, -0.430272], [1.286312, 0.120884, 0.183202], [-1.373705, -1.365276, 1.247686], [-0.201942, -0.712175, -0.943524], [-1.874879, 0.661845, -0.615423], [2.183870, -0.328828, 0.597435]], "forces_ev_per_angstrom": [[-0.22, 0.15, 0.20], [0.00, 0.09, -0.78], [-0.18, 0.68, 0.25], [-0.43, 0.00, 0.30], [0.12, -0.22, 0.30], [0.01, 0.12, -0.26], [0.10, 0.00, 0.02], [0.71, -1.09, 0.16], [0.08, 0.23, -0.03], [-0.18, 0.05, -0.16]], "mulliken_charge": [-0.526, 0.765, -0.542, -0.382, -0.385, -0.276, 0.336, 0.182, 0.403, 0.423]}

=====

2.
{"formula": "C28H54FNO18S5", "method": "ωB97M-V with the def2-TZVPD basis set", "gap_ev": 8.4, "homo_ev": -9.233, "smiles": "COCc1c(CCCF)ccc2c1C(=O)NC2=O.CCOS(C)(=O)=O.CCOS(C)(=O)=O.CCOS(C)(=O)=O.CCOS(C)(=O)=O.CCOS(C)(=O)=O", "species": ["C", "O", "C", "C", "C", "C", "C", "C", "F", "C", "C", "C", "C", "C", "O", "N", "C", "O", "H", "H", "H", "H", "H", "H", "H", "H", "H", "H", "H", "H", "H", "H", "C", "C", "O", "S", "C", "O", "O", "H", "H", "H", "H", "H", "H", "H", "H", "C", "C", "O", "S", "C", "O", "O", "H", "H", "H", "H", "H", "H", "H", "H", "C", "C", "O", "S", "C", "O", "O", "H", "H", "H", "H", "H", "H", "H", "H", "C", "C", "O", "S", "C", "O", "O", "H", "H", "H", "H", "H", "H", "H", "H", "C", "C", "O", "S", "C", "O", "O", "H", "H", "H", "H", "H", "H", "H", "H"], "xyz": [[0.301511, 7.104486, 0.918162], [1.542597, 6.829311, 1.602704], [1.384553, 5.847093, 2.639818], [1.101752, 4.361934, 2.123055], [0.234553, 3.384197, 2.952782], [-0.462871, 3.696563, 4.350195], [0.505045, 4.326773, 5.462673], [1.927889, 3.608396, 5.602420], [2.935488, 4.672693, 5.564845], [0.027785, 1.925691, 2.394242], [0.609909, 1.434547, 1.040713], [1.468700, 2.431396, 0.236021], [1.714512, 3.855594, 0.798075], [2.667346, 4.536796, -0.273984], [3.365842, 5.568542, -0.252673], [2.680707, 3.647555, -1.480960], [2.208952, 2.277245, -1.161587], [2.342721, 1.208592, -1.788750], [-0.419310, 6.221106, 0.858024], [-0.234510, 8.055460, 1.302936], [0.586408, 7.353290, -0.175020], [0.447222, 6.162370, 3.245738], [2.246507, 5.793067, 3.383480], [-0.927279, 2.739107, 4.769273], [-1.312152, 4.455286, 4.167546], [0.043915, 4.341777, 6.522172], [0.643569, 5.439041, 5.191983], [2.128498, 2.792680, 4.823194], [2.081647, 3.105378, 6.629683], [-0.579046, 1.141684, 2.981932], [0.419404, 0.370939, 0.646760], [3.710725, 3.461242, -1.517820], [-0.892776, -1.814295, -1.254954], [-2.139337, -2.632333, -1.531991], [-2.628171, -3.263484, -0.347996], [-3.419991, -2.361603, 0.736457], [-4.064941, -3.693710, 1.707047], [-4.515257, -1.694496, 0.080963], [-2.459044, -1.643309, 1.532570], [-1.119958, -0.957103, -0.617020], [-0.462457, -1.437055, -2.185048], [-0.143616, -2.415529, -0.733787], [-2.919926, -2.020915, -1.994211], [-1.894248, -3.429514, -2.238267], [-4.761594, -4.269878, 1.099514], [-4.581303, -3.261945, 2.564501], [-3.236733, -4.314750, 2.046807], [-3.249764, -1.240189, 8.294674], [-1.990089, -0.809578, 9.022867], [-0.815775, -1.102477, 8.265017], [-0.451245, -0.152938, 7.008264], [1.194956, -0.749303, 6.748678], [-0.383619, 1.213809, 7.458023], [-1.257593, -0.543358, 5.881500], [-3.407195, -0.642765, 7.394016], [-4.126122, -1.120682, 8.935343], [-3.176979, -2.284391, 7.980988], [-2.026238, 0.252199, 9.283061], [-1.910026, -1.368064, 9.958628], [1.804361, -0.496364, 7.615244], [1.589263, -0.262625, 5.856226], [1.158918, -1.827684, 6.597812], [-5.759165, -3.409240, -2.689990], [-5.726137, -3.035736, -4.159971], [-5.508768, -4.176556, -4.989783], [-6.739705, -5.193813, -5.245078], [-5.999679, -6.107567, -6.567340], [-7.860352, -4.452043, -5.760720], [-6.866468, -6.064554, -4.105125], [-6.631424, -4.025463, -2.460575], [-5.804777, -2.515370, -2.064221], [-4.873426, -3.989600, -2.418405], [-6.639360, -2.511542, -4.456059], [-4.891292, -2.352695, -4.336052], [-5.859616, -5.445885, -7.420883], [-6.675035, -6.922060, -6.829940], [-5.046498, -6.511300, -6.225658], [1.206785, -6.844783, -7.375187], [-0.039115, -7.664716, -7.654228], [-0.528585, -8.300224, -6.472951], [-1.323875, -7.403839, -5.386969], [-1.966791, -8.741201, -4.422104], [-2.417788, -6.736012, -6.042851], [-0.367001, -6.685483, -4.587363], [0.979463, -5.989020, -6.735843], [1.635850, -6.465608, -8.305182], [1.956726, -7.446030, -6.855481], [-0.820425, -7.053676, -8.115345], [0.207829, -8.459849, -8.361946], [-2.660963, -9.317106, -5.032544], [-2.485659, -8.313850, -3.563853], [-1.137439, -9.361202, -4.083306], [6.387012, 6.185669, -0.218339], [6.513448, 7.038676, -1.465832], [7.878074, 7.341895, -1.764155], [8.799203, 6.188246, -2.423026], [10.158233, 7.225334, -2.882496], [8.159212, 5.704098, -3.617928], [9.239903, 5.295325, -1.383593], [6.809736, 5.190768, -0.377516], [5.337951, 6.065451, 0.061378], [6.930030, 6.637390, 0.615912], [6.028561, 6.561736, -2.322374], [6.006973, 7.992375, -1.298681], [9.823499, 7.933777, -3.638894], [10.943512, 6.586401, -3.286615], [10.521246, 7.743381, -1.995444]], "forces_ev_per_angstrom": [[-0.22, 0.79, -1.55], [-0.80, -1.05, 0.61], [-1.62, -0.54, 0.58], [-0.23, -2.49, -1.02], [1.22, -1.96, -2.80], [0.07, 0.29, -0.05], [0.23, 0.35, 0.25], [0.00, 0.35, 0.86], [-1.12, -1.70, -0.33], [1.75, 1.47, -2.05], [0.76, 3.36, 1.06], [-1.42, 1.19, 2.98], [-1.35, -2.24, 0.48], [0.13, 1.25, 0.46], [-2.71, -3.70, 0.02], [1.99, -1.76, 1.87], [-1.44, -1.39, 1.21], [-0.10, 4.07, 1.69], [1.00, 1.06, 0.39], [0.84, -1.64, -0.16], [-0.37, -0.44, 1.72], [1.39, -0.63, -0.73], [-0.80, 0.46, -1.35], [0.62, 1.26, -0.82], [1.20, -1.20, 0.28], [0.33, -0.22, -1.90], [0.22, -1.85, 0.51], [-0.09, 1.60, 0.71], [-0.45, 0.92, -1.56], [0.98, 1.60, -0.88], [0.31, 1.94, 0.80], [-0.72, 0.66, -1.25], [0.07, 0.24, 0.22], [0.53, 0.52, -0.74], [-0.67, 0.03, 0.81], [0.20, -0.58, -0.13], [0.05, -0.14, -0.08], [0.69, 0.05, 0.26], [-0.56, -0.01, -0.48], [-0.03, -0.05, -0.09], [-0.05, -0.09, 0.02], [-0.05, -0.02, -0.13], [-0.07, -0.05, 0.19], [-0.20, -0.14, 0.29], [0.08, 0.08, 0.00], [0.08, 0.11, -0.12], [-0.04, 0.09, -0.06], [-0.08, 0.08, -0.33], [-0.98, 0.12, 0.40], [0.70, 0.36, -0.68], [0.23, -0.68, 0.31], [0.02, -0.09, 0.14], [-0.36, -0.38, -0.35], [0.22, 0.58, 0.48], [0.00, -0.03, 0.09], [0.11, -0.02, 0.05], [0.00, 0.06, 0.12], [0.15, -0.04, -0.13], [0.34, 0.01, -0.19], [-0.09, -0.01, -0.05], [-0.16, 0.03, 0.04], [-0.05, 0.10, 0.01], [-0.23, -0.17, 0.15], [-0.16, 0.62, 0.77], [-0.39, -0.73, -0.56], [0.66, 0.10, -0.20], [0.17, 0.03, 0.01], [0.28, -0.28, 0.56], [-0.26, 0.48, -0.43], [0.06, 0.06, -0.04], [0.09, -0.02, -0.08], [0.00, 0.12, -0.04], [0.01, -0.17, -0.09], [-0.01, -0.27, -0.27], [-0.01, -0.01, 0.12], [-0.07, 0.13, 0.13], [-0.04, 0.10, 0.00], [0.03, 0.23, 0.25], [0.53, 0.55, -0.74], [-0.65, 0.04, 0.79], [0.30, -0.63, -0.03], [0.04, -0.13, -0.08], [0.55, 0.06, 0.19], [-0.60, -0.01, -0.48], [0.02, -0.06, -0.08], [-0.07, -0.10, 0.01], [-0.06, 0.00, -0.12], [-0.06, -0.06, 0.18], [-0.21, -0.14, 0.29], [0.08, 0.07, 0.01], [0.06, 0.11, -0.12], [-0.04, 0.09, -0.06], [0.10, -0.25, 0.17], [-0.97, -0.40, 0.46], [0.96, -0.23, -0.58], [-0.14, 0.62, 0.31], [-0.03, 0.15, 0.04], [0.15, -0.10, 0.64], [-0.31, 0.14, -0.65], [-0.01, 0.07, -0.01], [0.30, 0.17, -0.10], [-0.05, 0.04, -0.09], [0.19, 0.02, -0.03], [0.34, 0.05, -0.16], [-0.02, -0.08, 0.08], [-0.15, -0.07, 0.05], [-0.07, -0.07, -0.05]], "mulliken_charge": [-0.709, -0.344, -0.517, 1.309, 0.436, -0.717, -0.508, -0.097, -0.359, -1.054, -0.579, -0.197, 0.255, 0.212, -0.594, -0.299, 0.292, -0.555, 0.320, 0.241, 0.255, 0.289, 0.184, 0.280, 0.325, 0.382, 0.323, 0.177, 0.172, 0.359, 0.358, 0.274, -1.095, -0.268, -0.256, 1.149, -0.982, -0.627, -0.529, 0.176, 0.449, 0.327, 0.270, 0.356, 0.324, 0.377, 0.323, -0.981, -0.307, -0.321, 1.322, -0.983, -0.660, -0.592, 0.286, 0.390, 0.260, 0.284, 0.288, 0.328, 0.345, 0.355, -0.877, -0.517, -0.196, 1.169, -0.718, -0.643, -0.599, 0.455, 0.333, 0.173, 0.353, 0.272, 0.310, 0.385, 0.121, -0.973, -0.304, -0.280, 1.178, -0.977, -0.592, -0.601, 0.286, 0.384, 0.263, 0.289, 0.274, 0.315, 0.381, 0.347, -0.638, -0.354, -0.271, 1.218, -0.926, -0.637, -0.608, 0.307, 0.131, 0.292, 0.303, 0.266, 0.313, 0.367, 0.309]}

=====

3.
{"formula": "C26H28N3O3W", "method": "ωB97M-V with the def2-TZVPD basis set", "gap_ev": [6.2, 7.0], "homo_ev": [-10.863, -11.767], "charge": 1, "spin_multiplicity": 3, "species": ["W", "C", "C", "C", "C", "C", "C", "C", "C", "N", "C", "O", "C", "C", "C", "C", "C", "N", "C", "O", "N", "C", "C", "C", "C", "C", "C", "C", "C", "H", "H", "H", "H", "H", "H", "H", "H", "H", "H", "H", "H", "H", "H", "H", "H", "H", "H", "H", "H", "H", "C", "C", "C", "O", "H", "H", "H", "H", "H", "H", "H"], "xyz": [[-0.231551, 0.361303, -0.141679], [2.816914, 0.933907, -2.958557], [2.369556, 2.191318, -2.268321], [2.549393, 3.439213, -2.847162], [2.177902, 4.592783, -2.174481], [1.618919, 4.521304, -0.909336], [1.411097, 3.291897, -0.298759], [0.805992, 3.218695, 1.081913], [1.786107, 2.137206, -0.997368], [1.623773, 0.863967, -0.357136], [2.701384, 0.282630, 0.305547], [3.808158, 0.729880, 0.384432], [2.205131, -0.981468, 0.933903], [2.965581, -1.938116, 1.554337], [2.338230, -3.081480, 2.050205], [0.970166, -3.218354, 1.893545], [0.260441, -2.209055, 1.272108], [0.857352, -1.090422, 0.801503], [-1.197129, -2.214233, 0.987444], [-1.957524, -3.114678, 1.230127], [-1.513077, -1.012013, 0.372109], [-2.882538, -0.794710, -0.013403], [-3.789126, -0.355206, 0.956930], [-3.332471, -0.104660, 2.368442], [-5.114015, -0.174590, 0.585250], [-5.528711, -0.444601, -0.707782], [-4.619583, -0.884124, -1.655696], [-3.279750, -1.058982, -1.332303], [-2.313197, -1.553965, -2.379661], [3.039103, 1.124976, -4.006039], [2.058198, 0.151888, -2.902356], [3.728501, 0.559885, -2.486669], [3.000965, 3.503773, -3.829052], [2.324258, 5.558146, -2.641200], [1.353014, 5.429416, -0.382091], [0.085548, 4.020423, 1.230142], [1.576478, 3.302743, 1.850713], [0.281903, 2.262164, 1.257989], [4.033583, -1.787481, 1.634125], [2.917071, -3.853465, 2.537497], [0.429950, -4.092854, 2.230411], [-2.409735, 0.478409, 2.390722], [-3.150329, -1.053710, 2.877387], [-4.094313, 0.433867, 2.928008], [-5.827408, 0.167626, 1.324393], [-6.566651, -0.310557, -0.982534], [-4.954641, -1.112871, -2.660072], [-2.647213, -1.264676, -3.374251], [-2.232574, -2.642673, -2.353002], [-1.306094, -1.157317, -2.232600], [-1.802603, 2.474216, -3.050821], [-2.295402, 2.334412, -1.616387], [-2.400957, 3.680830, -0.910855], [-1.379667, 1.514138, -0.910047], [-2.439808, 3.154498, -3.613672], [-1.798507, 1.503743, -3.548442], [-0.786546, 2.877229, -3.047222], [-3.262771, 1.822775, -1.592635], [-1.438329, 4.191729, -0.974065], [-2.678994, 3.541066, 0.134085], [-3.155357, 4.300001, -1.393456]], "forces_ev_per_angstrom": [[0.31, 1.28, -0.83], [0.04, 0.10, 0.04], [-0.13, -0.13, 0.06], [0.00, -0.04, -0.01], [-0.01, 0.07, -0.02], [-0.03, 0.02, -0.01], [-0.08, -0.22, 0.04], [0.13, 0.00, -0.12], [0.36, 0.56, -0.01], [0.40, 0.26, -0.04], [0.09, -0.22, 0.10], [0.07, -0.09, -0.03], [-0.39, -0.01, 0.02], [0.12, 0.04, -0.01], [-0.07, 0.06, -0.05], [-0.05, -0.14, 0.06], [0.26, 0.44, -0.21], [1.47, -2.15, 1.27], [-0.10, 0.05, -0.06], [0.06, -0.05, 0.12], [-0.85, -0.72, 0.13], [-0.67, -0.26, -0.18], [0.28, 0.03, -0.04], [-0.13, -0.07, -0.10], [-0.02, 0.01, 0.02], [-0.05, 0.01, -0.06], [-0.02, 0.02, 0.01], [0.20, -0.04, 0.19], [-0.11, -0.01, 0.17], [-0.01, 0.00, -0.01], [0.02, -0.03, -0.02], [-0.02, -0.07, -0.02], [-0.02, 0.01, 0.00], [0.03, -0.01, 0.01], [-0.05, -0.01, -0.02], [-0.04, -0.02, 0.03], [-0.01, -0.04, 0.02], [0.05, 0.34, 0.18], [0.00, 0.02, 0.00], [-0.01, 0.00, 0.00], [0.00, 0.01, 0.02], [0.01, 0.01, 0.08], [0.06, 0.03, 0.03], [0.01, 0.01, 0.01], [0.00, 0.00, 0.00], [0.00, -0.01, 0.02], [0.02, 0.05, -0.01], [0.01, -0.02, -0.02], [0.01, 0.00, 0.01], [0.05, 0.01, -0.09], [0.08, -0.14, 0.19], [-0.39, 0.55, -0.39], [0.14, -0.29, -0.01], [-1.02, 0.79, -0.54], [-0.06, -0.02, 0.03], [0.02, 0.02, -0.04], [0.00, 0.01, -0.02], [0.07, -0.09, 0.06], [-0.02, 0.07, 0.07], [0.00, 0.05, 0.01], [-0.02, -0.02, -0.02]], "mulliken_spin": [1.814, -0.005, -0.042, 0.003, -0.001, 0.007, -0.012, 0.051, -0.014, -0.018, 0.037, -0.005, 0.060, -0.030, 0.059, -0.027, 0.059, -0.021, 0.048, 0.081, -0.008, -0.014, -0.009, -0.013, 0.002, -0.001, 0.003, -0.007, 0.023, 0.000, 0.004, 0.001, 0.000, 0.000, 0.000, 0.000, -0.001, 0.037, 0.000, 0.000, 0.002, 0.014, 0.002, 0.000, 0.000, 0.000, 0.000, 0.002, 0.004, 0.019, 0.010, -0.016, 0.003, -0.103, 0.000, 0.000, -0.001, 0.000, 0.001, 0.000, -0.001]}

=====

4.
{"formula": "C7H9N3S", "method": "ωB97M-V with the def2-TZVPD basis set", "relative_energy_kcal_mol": 119.8, "gap_ev": 8.4, "homo_ev": -7.940, "species": ["C", "C", "C", "C", "C", "C", "C", "N", "N", "N", "S", "H", "H", "H", "H", "H", "H", "H", "H", "H"], "xyz": [[1.330989, -1.408628, -0.289208], [-3.091373, -1.193499, -0.430995], [-1.650779, -1.441351, -0.515488], [-3.334742, 0.090482, -0.385079], [-0.815706, -0.360708, -0.390986], [1.015014, 0.252812, 1.674657], [0.617853, -0.207909, -0.347183], [1.916250, -2.386166, -0.502524], [2.558353, 1.066865, -1.405623], [1.146138, 0.815129, -1.151513], [-1.866179, 1.024143, -0.376733], [-3.972286, -1.773046, -0.669794], [-1.317064, -2.452157, -0.416557], [-4.260136, 0.557457, -0.384457], [2.065366, -0.031010, 1.827388], [0.176346, -0.444164, 1.947574], [0.904124, 1.327137, 1.543161], [2.962821, 0.799994, -2.304970], [3.079572, 0.578124, -0.675243], [0.587626, 1.443506, -1.705551]], "forces_ev_per_angstrom": [[1.25, -2.38, -1.67], [1.37, -1.16, -1.13], [-0.46, -1.16, 1.15], [2.05, 2.33, 0.20], [-3.23, 0.17, -0.66], [-0.87, -1.30, -3.29], [1.30, 2.11, 2.67], [-0.30, 0.69, 0.77], [-0.52, -0.20, 1.59], [1.41, 0.45, -1.64], [-0.23, 0.87, 0.40], [0.57, -1.09, 0.41], [0.53, -0.47, -0.39], [-1.43, 0.96, -0.06], [-0.66, -0.22, 0.21], [1.17, 1.24, 0.62], [-0.53, -0.22, 0.55], [-0.98, -0.62, 0.11], [-0.09, 0.34, -0.27], [-0.35, -0.34, 0.41]], "mulliken_charge": [0.243, -0.494, -0.591, -0.387, 0.028, -0.904, 0.624, -0.521, -0.787, 0.073, -0.142, 0.336, 0.372, 0.473, 0.303, 0.348, 0.304, 0.237, 0.273, 0.213]}